{"formula": "C15H31B2BrCaCsF2N2O11", "method": "the ωB97M-V functional and the def2-TZVPD basis", "total_charge": 1, "homo_ev": -8.25, "symbols": ["O", "B", "O", "C", "C", "C", "C", "N", "H", "H", "H", "H", "H", "H", "H", "H", "H", "H", "H", "B", "O", "C", "O", "C", "O", "O", "F", "F", "Cs", "C", "C", "N", "H", "H", "H", "C", "O", "C", "O", "O", "C", "H", "H", "H", "H", "H", "H", "O", "H", "Ca", "C", "C", "O", "C", "C", "H", "H", "H", "H", "H", "H", "H", "H", "H", "H", "Br"], "positions_angstrom": [[4.211, -0.904, -0.608], [3.962, -0.510, -1.865], [5.008, -0.032, -2.638], [2.533, -0.634, -2.579], [2.407, -2.177, -2.891], [1.009, -2.651, -2.505], [0.246, -1.405, -2.126], [1.273, -0.400, -1.796], [4.535, -1.806, -0.573], [5.310, -0.701, -3.235], [2.538, 0.048, -3.438], [2.803, -2.479, -3.848], [3.055, -2.599, -2.141], [0.542, -3.246, -3.292], [1.080, -3.298, -1.635], [-0.371, -1.137, -2.988], [-0.359, -1.531, -1.233], [0.815, 0.551, -2.027], [1.477, -0.373, -0.771], [0.523, -2.997, 3.319], [1.310, -3.896, 2.220], [1.614, -3.185, 1.242], [2.222, -3.533, 0.208], [1.123, -1.699, 1.438], [1.295, -0.831, 0.601], [0.540, -1.622, 2.561], [1.272, -2.926, 4.421], [-0.721, -3.469, 3.416], [5.220, -2.734, -2.912], [-3.063, -1.979, 5.983], [-2.325, -3.226, 6.091], [-1.754, -4.206, 6.185], [-3.441, -1.850, 4.969], [-3.905, -1.994, 6.673], [-2.414, -1.140, 6.230], [-8.248, -0.911, 2.989], [-7.505, -0.094, 2.069], [-6.227, 0.066, 2.385], [-5.662, -0.403, 3.341], [-5.653, 0.842, 1.457], [-4.268, 1.100, 1.695], [-9.258, -0.941, 2.594], [-7.828, -1.913, 3.032], [-8.242, -0.466, 3.981], [-3.699, 0.172, 1.702], [-4.128, 1.617, 2.642], [-3.948, 1.735, 0.874], [-4.102, -5.530, 8.137], [-3.360, -5.350, 7.538], [-0.184, 0.392, -4.369], [2.800, 4.442, -1.730], [2.761, 4.082, -3.206], [1.734, 4.711, -3.940], [1.765, 6.133, -3.970], [3.031, 6.717, -4.569], [1.842, 4.223, -1.256], [3.582, 3.873, -1.224], [3.012, 5.499, -1.572], [2.555, 3.012, -3.314], [3.741, 4.261, -3.665], [1.593, 6.540, -2.968], [0.903, 6.413, -4.574], [3.918, 6.466, -3.986], [2.954, 7.803, -4.602], [3.180, 6.348, -5.585], [2.732, -5.688, 0.605]], "forces_ev_per_angstrom": [[-0.197, -0.615, 0.458], [-1.220, 2.257, 0.046], [-0.077, 0.310, 0.110], [-0.399, -0.443, 0.025], [0.008, 0.737, 0.906], [0.001, -0.518, -0.075], [0.534, -1.196, 0.789], [0.012, 1.700, -1.207], [0.002, 0.075, 1.288], [0.408, 2.168, -1.018], [-0.283, -0.340, -0.300], [-0.585, 0.091, -0.688], [-0.748, -0.637, 0.426], [-0.160, 0.288, -0.130], [0.125, -0.037, -0.089], [-0.215, -0.140, 0.862], [-0.370, 0.040, -0.188], [0.816, -0.280, 0.027], [-0.364, -0.616, 0.243], [0.253, -0.155, -0.215], [-0.465, 0.642, 0.602], [0.099, 0.729, -0.411], [-0.244, 0.779, 0.335], [0.203, -0.951, 0.161], [-0.133, 0.163, 1.016], [-0.031, -0.094, 0.039], [0.099, 0.100, 0.011], [-0.177, 0.114, -0.181], [2.848, -4.335, -0.797], [-0.087, 0.137, -0.055], [-0.573, 0.937, -0.045], [0.588, -1.100, 0.155], [-0.019, -0.002, 0.019], [0.003, 0.004, -0.010], [-0.006, -0.014, 0.011], [-0.056, 0.018, -0.045], [0.027, -0.019, 0.021], [0.125, 0.019, 0.056], [-0.052, 0.015, -0.084], [-0.054, -0.084, 0.066], [0.016, 0.062, -0.069], [-0.003, 0.005, -0.008], [0.032, 0.002, 0.020], [0.033, -0.005, 0.014], [-0.009, -0.009, 0.036], [-0.004, -0.027, 0.023], [-0.007, 0.002, 0.002], [-0.048, 0.053, -0.035], [0.137, -0.025, -0.050], [-0.388, 1.428, -1.642], [-0.118, 0.049, -0.024], [0.131, -0.048, 0.059], [-0.086, -0.071, -0.040], [-0.027, 0.096, 0.046], [0.041, -0.119, -0.036], [0.002, -0.007, 0.011], [0.003, -0.009, -0.007], [0.057, -0.007, -0.003], [0.015, -0.035, -0.022], [-0.023, 0.040, -0.003], [0.031, -0.033, 0.018], [-0.005, -0.014, -0.013], [-0.013, 0.049, 0.041], [-0.011, 0.007, -0.014], [-0.007, 0.019, -0.010], [0.615, -1.149, -0.430]], "mulliken_charge": [-0.2610, 0.6645, -0.4792, 1.0293, -1.2265, -0.6647, -0.1927, 0.6162, 0.1386, 0.0709, -0.4955, 0.7779, -0.0878, 0.4646, 0.0246, -0.6561, 0.5122, 0.1722, 0.3395, 0.5496, -0.4864, 1.2637, -0.8387, 0.2792, -0.7010, -0.4635, -0.2388, -0.2354, 1.1680, -0.6525, 0.4490, -0.5095, 0.1650, 0.3233, 0.2733, -0.6192, -0.3273, 0.8173, -0.5365, -0.3139, -0.5847, 0.2129, 0.3000, 0.2968, 0.2480, 0.2920, 0.2120, -0.5098, 0.3376, 0.2352, -1.1367, 0.2373, -0.3949, -0.3445, -0.9937, 0.2992, 0.3766, 0.3439, -0.2124, 0.2944, 0.2968, 0.3316, 0.2568, 0.3863, 0.2877, -0.1809]}

---

{"formula": "C30H48Cl2HgN3O7Si", "method": "the ωB97M-V functional and the def2-TZVPD basis", "total_charge": -1, "homo_ev": -3.02, "symbols": ["C", "C", "H", "H", "H", "C", "C", "H", "H", "H", "H", "Hg", "Cl", "C", "O", "N", "C", "C", "H", "H", "H", "H", "H", "H", "H", "H", "H", "C", "C", "N", "H", "C", "O", "H", "H", "H", "H", "H", "H", "C", "C", "N", "H", "C", "O", "H", "H", "H", "H", "O", "C", "C", "C", "H", "C", "H", "C", "H", "C", "C", "H", "H", "H", "Si", "Cl", "C", "C", "C", "H", "H", "H", "H", "H", "H", "H", "H", "H", "O", "C", "C", "C", "C", "C", "C", "C", "O", "O", "H", "H", "H", "H", "H"], "positions_angstrom": [[2.224, 3.600, -0.207], [0.870, 3.880, -0.772], [3.032, 4.062, -0.768], [2.400, 2.526, -0.158], [2.285, 3.965, 0.821], [0.591, 4.794, -1.703], [1.536, 5.726, -2.382], [-0.445, 4.904, -2.005], [2.573, 5.571, -2.095], [1.287, 6.766, -2.157], [1.474, 5.628, -3.469], [0.000, 0.000, 0.000], [2.302, -0.140, 0.269], [-2.906, 0.519, 0.321], [-2.079, -0.159, -0.312], [-4.219, 0.485, 0.089], [-4.777, -0.317, -0.978], [-5.127, 1.326, 0.840], [-2.593, 1.174, 1.132], [-3.993, -0.932, -1.403], [-5.196, 0.325, -1.755], [-5.571, -0.956, -0.592], [-4.571, 1.905, 1.569], [-5.870, 0.718, 1.357], [-5.637, 2.021, 0.175], [-0.962, -5.216, 1.778], [0.637, -4.639, 3.766], [-0.221, -4.739, 1.136], [1.287, -4.180, 3.019], [0.517, -3.737, 1.877], [-0.720, -4.260, 0.303], [0.505, -2.452, 1.514], [-0.142, -2.022, 0.544], [1.793, -3.333, 3.472], [1.109, -1.789, 2.130], [0.457, -5.505, 0.760], [2.036, -4.912, 2.716], [2.179, 2.010, -2.714], [0.215, 2.846, -4.060], [2.027, 1.013, -3.119], [0.156, 1.847, -4.492], [0.643, 0.875, -3.536], [2.246, 0.292, -2.342], [-0.191, 0.059, -2.907], [0.115, -0.724, -1.991], [-0.878, 1.635, -4.749], [-1.221, 0.102, -3.286], [2.681, 0.864, -3.978], [0.757, 1.817, -5.400], [-0.030, 1.701, -0.789], [-0.201, 2.959, -0.202], [-2.370, 3.093, -1.493], [-1.609, 3.473, -0.392], [-1.943, 2.387, -2.188], [-3.649, 3.596, -1.683], [-0.026, 2.896, 0.878], [-2.171, 4.350, 0.530], [-4.222, 3.298, -2.554], [-4.196, 4.480, -0.763], [-3.453, 4.849, 0.351], [-1.593, 4.643, 1.398], [-5.193, 4.875, -0.909], [-3.873, 5.531, 1.080], [7.284, -1.633, 0.897], [8.061, 0.215, 0.263], [6.822, -2.593, -0.636], [5.791, -1.270, 1.958], [8.626, -2.493, 1.869], [6.075, -2.064, -1.225], [6.410, -3.567, -0.371], [7.689, -2.761, -1.273], [9.512, -2.660, 1.258], [8.281, -3.463, 2.228], [8.926, -1.904, 2.734], [5.030, -0.729, 1.399], [6.058, -0.667, 2.824], [5.343, -2.196, 2.321], [0.497, 0.676, 4.977], [-0.755, 0.223, 5.192], [-1.208, 0.127, 6.522], [-2.478, -0.380, 6.819], [-3.316, -0.800, 5.795], [-2.879, -0.724, 4.477], [-1.598, -0.212, 4.142], [-1.235, -0.253, 2.699], [-1.897, -1.164, 2.033], [-0.320, 0.497, 2.046], [0.911, 0.701, 4.107], [-0.566, 0.432, 7.338], [-2.815, -0.458, 7.844], [-4.298, -1.198, 6.015], [-3.563, -1.073, 3.714]], "forces_ev_per_angstrom": [[0.138, 0.022, 0.023], [-0.245, 0.339, -0.071], [0.080, 0.049, -0.072], [-0.036, -0.170, -0.040], [-0.036, 0.049, 0.072], [-0.071, -0.174, 0.250], [0.141, 0.136, -0.154], [-0.072, 0.009, -0.016], [0.078, -0.037, 0.034], [-0.014, 0.062, 0.029], [0.015, -0.027, -0.072], [1.363, -2.499, 2.763], [4.189, -0.396, 0.656], [1.484, -1.406, -1.076], [-5.057, 0.858, -0.461], [-0.642, 0.209, 0.070], [0.102, 0.131, 0.169], [0.083, -0.161, -0.181], [-0.024, 0.221, 0.090], [0.132, -0.044, 0.004], [-0.050, 0.076, -0.090], [-0.073, -0.062, 0.058], [0.092, 0.046, 0.089], [-0.077, -0.051, 0.069], [-0.089, 0.100, -0.068], [-0.072, -0.019, 0.061], [-0.053, -0.037, 0.083], [0.092, 0.154, 0.125], [-0.167, 0.012, -0.189], [0.124, -0.523, 0.290], [-0.049, 0.115, -0.053], [-1.087, 0.695, -1.731], [1.179, -4.145, 1.611], [0.030, 0.102, 0.025], [0.132, 0.143, 0.103], [0.092, -0.084, -0.038], [0.089, -0.081, -0.020], [0.037, 0.164, 0.110], [-0.014, 0.175, 0.029], [-0.286, 0.009, -0.058], [0.118, -0.146, 0.340], [0.514, 0.351, -0.691], [0.011, -0.096, 0.137], [-0.052, -1.360, 1.136], [-0.180, -0.435, -4.535], [-0.106, -0.039, -0.010], [-0.111, 0.087, 0.033], [0.099, -0.017, -0.112], [0.066, 0.001, -0.113], [-0.423, 7.557, -3.131], [0.243, -0.933, -0.652], [-0.020, 0.032, 0.003], [-0.101, 0.236, 0.059], [0.103, -0.099, -0.025], [0.007, 0.024, 0.042], [0.005, 0.059, 0.339], [-0.063, -0.016, -0.077], [-0.023, -0.019, -0.026], [-0.017, 0.023, 0.026], [-0.037, 0.014, -0.024], [0.043, 0.003, 0.045], [-0.039, 0.009, 0.002], [-0.029, 0.027, 0.034], [-0.488, 0.177, 0.071], [0.028, -0.208, 0.057], [0.130, 0.052, 0.062], [0.324, -0.030, -0.141], [0.045, 0.023, -0.078], [-0.090, 0.087, 0.051], [-0.044, -0.047, 0.066], [0.125, -0.012, -0.043], [0.080, -0.010, -0.080], [-0.078, -0.063, 0.006], [-0.019, 0.084, 0.058], [-0.167, 0.021, -0.123], [0.085, 0.057, 0.088], [-0.034, -0.094, -0.014], [0.688, 0.390, 1.470], [-0.559, -0.460, -0.986], [-0.277, -0.130, -0.070], [0.566, 0.228, -0.421], [0.265, 0.077, -0.323], [0.323, 0.341, 0.547], [-0.407, 0.202, 0.917], [0.103, -1.729, -4.729], [1.337, 2.762, 2.999], [-2.993, -0.929, 6.397], [-1.142, -0.282, -0.714], [0.173, 0.070, -0.129], [0.140, 0.082, 0.085], [-0.005, 0.016, 0.003], [0.423, 0.099, -0.254]], "mulliken_charge": [-1.4250, 0.2994, 0.3990, 0.0938, 0.3075, 0.1449, -1.6263, 0.3568, 0.3766, 0.3220, 0.2888, 2.8870, -0.6666, 0.1759, -1.3093, 0.4194, -0.9758, -1.1560, 0.4474, 0.2381, 0.2670, 0.3386, 0.3121, 0.3355, 0.3860, 0.3175, 0.3179, -0.9540, -0.9595, 0.3408, 0.1906, 0.3131, -1.0614, 0.2646, 0.1904, 0.3465, 0.3263, 0.1087, 0.1564, -0.7547, -0.7932, 0.2807, 0.1382, -0.0660, -0.6370, 0.3052, 0.3352, 0.4244, 0.3185, -0.5934, 0.1563, 0.2541, -0.1516, 0.0781, -0.6531, 0.3346, -0.0979, 0.4140, -0.5529, -0.7754, 0.4390, 0.3848, 0.3681, 0.5024, -0.3565, -0.9232, -0.6721, -0.9518, 0.2862, 0.3203, 0.2760, 0.2679, 0.3300, 0.2586, 0.0906, 0.3015, 0.2518, -0.7535, 0.7454, -0.8248, -0.2517, -0.9020, -0.6092, 0.3010, 0.5510, -0.6936, -0.7516, 0.3180, 0.4165, 0.3674, 0.3719, 0.4428]}

---

{"formula": "C2H7N2", "method": "the ωB97M-V functional and the def2-TZVPD basis", "total_charge": 1, "homo_ev": -14.40, "symbols": ["C", "C", "N", "N", "H", "H", "H", "H", "H", "H", "H"], "positions_angstrom": [[-0.278, 0.504, 0.856], [1.070, 0.526, 0.716], [1.718, -0.157, -0.290], [-2.149, -0.719, -0.875], [-0.730, 1.116, 1.633], [1.917, 0.883, 1.309], [1.172, -0.371, -1.126], [2.645, -0.544, -0.411], [-3.160, -0.721, -0.991], [-1.810, -0.447, -1.790], [-1.858, -0.146, 0.000]], "forces_ev_per_angstrom": [[0.399, 0.332, 2.953], [3.186, -2.604, -4.051], [-2.445, 0.701, -0.754], [-0.094, 0.181, 0.992], [-0.876, 0.910, -1.009], [-0.995, 0.030, 1.643], [-0.025, -0.108, 0.340], [0.526, 0.944, 0.933], [-0.028, 0.332, 0.441], [0.539, 0.397, 0.255], [-0.187, -1.114, -1.745]], "mulliken_charge": [-0.3662, 0.1388, -0.2454, -0.5396, 0.3842, 0.3705, 0.2283, 0.2652, 0.2763, 0.2702, 0.2178]}

---

Max |F| for every record listed, in sequence, given in eV/A: 5.2, 8.2, 5.8.
HOMO-LUMO gap for every record listed, in sequence, given in eV: 1.419, 5.569, 5.580.